# 1
6
Properties=species:S:1:pos:R:3:lowdin_charge:R:1 method="wB97M-V/def2-TZVPD" relative_energy_kcal_mol=39.0 smiles="[O-][S@]12=N[P@@H]=1O2" homo_energy_ev=-3.34 orbital_gap_ha=0.2742 charge=-1
S -1.12375 -0.58049 -0.34463 0.53
P 1.04411 0.68816 -0.58150 0.52
O -1.68425 -1.04279 0.85750 -0.51
O -0.45017 1.02217 -0.06111 -0.76
N 0.41382 -0.90307 -0.49449 -0.64
H 1.80025 0.81601 0.62423 -0.15

# 2
93
Properties=species:S:1:pos:R:3:lowdin_charge:R:1 method="wB97M-V/def2-TZVPD" relative_energy_kcal_mol=47.1 homo_energy_ev=-9.62 orbital_gap_ha=0.1986 charge=+1
Te -3.18531 0.95329 -2.39322 1.38
Rh -0.64388 0.02265 0.19350 1.07
Se 2.03616 0.43609 0.79789 0.90
O -0.57747 -1.47725 1.31237 -0.23
O -0.81831 3.81364 -1.09011 0.07
O 1.15410 -1.76630 3.29902 0.05
O -0.62857 1.60176 -0.96877 -0.32
N 2.77112 1.49913 -1.76731 -0.11
N -0.49806 -1.29692 -1.43135 0.00
N 2.16231 3.07761 -0.39894 -0.10
N -1.10297 1.56072 1.58723 0.05
C 0.08814 -3.27805 4.77036 -0.16
C -1.79563 -4.81454 -4.85127 -0.06
C -2.67185 -4.67846 -3.78779 -0.05
C -0.67911 -2.61141 -1.35917 -0.14
C -1.42591 2.69568 0.93131 -0.20
C -4.03334 -1.67764 -1.00602 -0.15
C 0.48654 -3.29107 7.14333 -0.07
C -2.95373 3.39927 2.62142 0.04
C -1.87812 -0.46322 -3.38778 -0.43
C -0.04934 -4.90102 2.19301 0.03
C -0.60494 -4.77324 -0.13829 0.04
C -0.51326 -4.30225 -4.75356 -0.06
C -2.83897 0.79387 5.28239 -0.05
C -2.28628 3.66574 1.45206 0.03
C -2.63503 2.22435 3.34483 -0.15
C 0.86306 -2.91007 5.87109 -0.01
C 2.33540 1.74493 -0.51376 -0.64
C -0.64209 -7.01411 0.98074 -0.05
C 2.45783 3.66444 -1.59379 -0.01
C -3.26283 1.87894 4.55195 -0.02
C -3.64037 -0.36694 -0.77325 -0.53
C 3.12793 0.20145 -2.26836 -0.03
C -2.28267 -3.98511 -2.65734 -0.05
C -0.67462 -4.02330 7.33186 -0.07
C -3.94414 -0.71558 1.59235 -0.06
C -0.42907 -5.53607 1.01399 -0.25
C -0.12143 -3.60638 -3.62146 -0.03
C -1.60160 1.37680 2.84643 -0.20
C -1.45465 -4.38363 6.24419 -0.07
C -1.10977 0.35733 3.67109 0.01
C -0.50600 -0.65109 -2.73653 -0.31
C -1.07958 -4.01602 4.96666 -0.03
C -0.55482 -3.37015 -0.14407 -0.06
C 0.47808 -2.77483 3.43659 -0.30
C -4.35899 -2.50951 0.05282 -0.07
C -0.92748 2.77553 -0.46355 -0.64
C -3.61879 0.12094 0.53173 -0.17
C 2.83910 2.67944 -2.44877 -0.01
C -1.01595 -3.40794 -2.57417 -0.21
C -0.00641 -3.51724 2.25542 -0.07
C -0.36740 -2.72170 1.12712 -0.26
C -1.72269 0.06561 4.86726 -0.03
C -4.29675 -2.03373 1.35339 -0.06
C 1.76927 3.77818 0.79330 -0.01
H -4.07013 2.50037 4.90882 0.12
H -3.96016 -0.32824 2.60135 0.10
H -3.45718 1.17730 0.70146 0.08
H 0.22509 -5.48452 3.05933 0.13
H -3.66021 -5.11111 -3.83379 0.11
H 0.06406 -7.50400 0.31278 0.08
H -0.04637 0.33342 -2.62582 0.08
H 0.18640 -4.44474 -5.56300 0.11
H -1.72722 -0.05947 -4.38741 0.05
H -3.71619 4.05651 3.00867 0.13
H 2.36316 4.71867 -1.76334 0.14
H -0.97873 -4.30669 8.32664 0.11
H -4.12763 -2.03131 -2.02227 0.09
H 1.09400 3.15525 1.38108 0.06
H -1.70084 -4.27985 4.12317 0.11
H -3.33599 0.53072 6.20248 0.11
H -4.69636 -3.52041 -0.13774 0.11
H 2.64472 4.01361 1.40403 0.11
H 3.30398 0.25977 -3.33985 0.10
H -0.53131 -7.43822 1.97441 0.08
H -1.64541 -7.23491 0.61703 0.08
H -2.39708 -1.41677 -3.46834 0.03
H -2.95484 -3.89469 -1.81988 0.10
H -2.36438 -4.94433 6.39217 0.11
H -0.22772 -0.17941 3.36167 0.08
H -4.54854 -2.67143 2.18785 0.11
H 1.26005 4.70077 0.51590 0.11
H 3.14047 2.74574 -3.47477 0.13
H -0.78006 -5.29616 -1.06556 0.12
H 1.09192 -3.00705 7.98923 0.11
H -2.43826 4.56297 0.87331 0.13
H 4.03382 -0.15863 -1.77564 0.10
H 2.32359 -0.50646 -2.06405 0.07
H 0.89677 -3.25226 -3.54413 0.12
H -1.32999 -0.72426 5.49028 0.11
H -2.10151 -5.34866 -5.73641 0.11
H 0.10175 -1.23338 -3.43720 0.10
H 1.76071 -2.33498 5.70207 0.12

# 3
16
Properties=species:S:1:pos:R:3:lowdin_charge:R:1 method="wB97M-V/def2-TZVPD" relative_energy_kcal_mol=109.8 homo_energy_ev=-7.84 orbital_gap_ha=0.3208
N 0.14144 -1.90111 -0.80295 0.08
N 0.25966 1.58283 -1.08865 0.13
N -2.21714 0.03668 0.06758 0.06
C 0.24958 0.60525 -0.13790 -0.30
C 0.11715 -0.79541 -0.12101 -0.49
C -0.91036 -0.05865 0.67930 -0.21
C 1.68224 -0.10357 0.87624 0.03
H -2.33700 -0.72819 -0.59500 0.08
H 0.58771 1.35672 -2.01970 0.10
H -2.96099 -0.02862 0.75186 0.07
H -0.46130 2.29232 -1.00342 0.10
H 0.72516 -1.79969 -1.63416 0.02
H 1.77480 -1.05367 1.40207 0.08
H -0.85857 -0.05117 1.76209 0.13
H 1.66817 0.66277 1.65473 0.06
H 2.53945 -0.01648 0.20892 0.07

# 4
89
Properties=species:S:1:pos:R:3:lowdin_charge:R:1 method="wB97M-V/def2-TZVPD" relative_energy_kcal_mol=10.6 homo_energy_ev=-12.84 orbital_gap_ha=0.2257 charge=+2
Ir 0.44878 1.65025 -0.43915 0.82
Se 1.21476 0.69872 1.61987 0.40
S -0.15865 -0.29685 -2.13988 0.75
Si 0.62938 1.45838 3.85378 0.30
O 0.40009 -4.85117 -3.63795 0.17
N 0.80306 -2.19646 -0.56974 0.06
N 3.07419 -0.13386 -1.88780 0.19
N -0.00564 -2.83884 -2.68824 0.12
N -3.79402 0.73694 -0.53642 -0.03
N 4.14182 3.64018 -1.01749 0.21
N -2.03499 -0.12189 0.68573 0.07
N 2.45869 1.99993 -1.19452 0.01
N -1.65216 1.70916 -0.65058 -0.17
N 0.68768 3.78695 -0.26682 -0.02
N 6.33103 2.98522 -1.21715 0.21
N 4.72501 1.39829 -1.55857 0.20
C 3.43679 1.10321 -1.54672 -0.42
C 1.47243 -3.43159 -0.13239 -0.14
C -1.08126 0.73816 4.00764 -0.23
C -0.88284 -6.31847 -1.56955 0.00
C -0.28556 4.65329 0.02265 -0.11
C 3.78342 -2.53785 0.43740 -0.10
C -2.68230 -4.87512 -0.01833 -0.06
C -3.32537 2.23924 -2.38711 -0.14
C 5.04790 2.65716 -1.26292 -0.40
C 1.05774 6.49372 -0.68112 0.00
C -0.14165 6.01249 -0.17860 0.00
C -0.95033 -4.93035 -1.68307 -0.18
C 0.25769 -1.92092 -1.73914 -0.75
C 1.86148 4.25304 -0.71440 -0.19
C 2.96020 -3.44301 -0.47530 -0.22
C -2.76469 -1.26401 1.22463 -0.16
C 2.90520 3.24774 -0.98526 -0.30
C -2.13907 2.73213 -1.58006 -0.23
C -1.85669 -4.20923 -0.90769 -0.04
C 0.70689 3.31280 3.80729 -0.21
C -4.38043 1.72825 -1.43152 -0.13
C -4.07207 -1.46401 0.47781 -0.15
C -1.70518 -6.97810 -0.67288 -0.04
C -0.10965 -4.28781 -2.71611 -0.38
C 2.08646 5.59782 -0.93109 0.04
C -4.70917 -0.11206 0.21918 -0.12
C -2.61059 -6.25805 0.09602 -0.04
C -2.49357 0.79236 -0.18663 -0.41
C 1.94955 0.62108 4.84408 -0.21
H -1.93165 -3.13365 -1.02087 0.09
H -0.18526 -6.85722 -2.19747 0.13
H 4.83294 -2.55091 0.14409 0.08
H -5.19549 1.25222 -1.97512 0.13
H 6.59764 3.93360 -1.01716 0.13
H -4.98698 0.36564 1.16499 0.14
H -3.89907 -1.96197 -0.47869 0.11
H 1.76852 0.76411 5.91232 0.05
H -1.64146 -8.05380 -0.57917 0.12
H 2.10633 -0.28602 -2.13361 -0.01
H -3.01182 1.43473 -3.05557 0.12
H -4.80751 2.55457 -0.85299 0.14
H -0.95524 6.68028 0.06653 0.13
H 3.43740 -1.50176 0.40525 0.03
H -2.13262 -2.14968 1.13609 0.11
H -2.96632 -1.10156 2.28615 0.12
H 3.30631 -4.47294 -0.37385 0.12
H 3.79041 -0.70860 -2.30202 0.13
H 1.66571 3.65133 3.41298 0.04
H -1.19160 4.23697 0.43583 0.11
H 7.02641 2.27484 -1.37041 0.13
H -2.42538 3.63101 -1.02756 0.10
H 1.19185 7.55143 -0.86302 0.13
H -0.09585 3.73284 3.19950 0.02
H -3.26939 -6.77708 0.77986 0.12
H 3.72377 -2.88381 1.47090 0.08
H -1.48287 0.88164 5.01549 0.04
H 0.95008 -1.38525 0.02510 0.01
H -3.72806 3.05363 -2.98743 0.13
H -3.39239 -4.32200 0.58311 0.10
H -4.74848 -2.07769 1.07133 0.13
H -0.11254 -2.44778 -3.61586 0.14
H -1.05797 -0.02472 0.94147 -0.02
H 1.97362 -0.45217 4.64756 0.04
H 3.08935 -3.16224 -1.52490 0.11
H -1.05726 -0.33397 3.80727 0.03
H 0.60559 3.71528 4.81953 0.04
H 0.97869 -4.28619 -0.57865 0.10
H -1.32279 3.00735 -2.25504 0.11
H 1.34022 -3.50060 0.94782 0.14
H 2.93206 1.03135 4.60853 0.04
H -1.76243 1.21444 3.29996 0.03
H -5.61444 -0.22892 -0.37314 0.13
H 3.05357 5.91638 -1.29104 0.13

# 5
7
Properties=species:S:1:pos:R:3:lowdin_charge:R:1 method="wB97M-V/def2-TZVPD" relative_energy_kcal_mol=78.0 smiles="O=NC(=S)[N+](=O)[O-]" homo_energy_ev="-9.61 / -9.94" orbital_gap_ha="0.2406 / 0.2977"
S -2.29259 0.18151 0.00153 0.83
O 1.06598 -1.69372 -0.00087 0.11
O 0.02531 1.94514 0.04860 0.07
O 1.58084 0.43490 -0.02183 0.12
N -0.10874 -1.40221 0.05970 -0.04
N 0.49335 0.86978 0.02555 -0.36
C -0.76415 -0.33541 -0.11268 -0.73

# 6
16
Properties=species:S:1:pos:R:3:lowdin_charge:R:1 method="wB97M-V/def2-TZVPD" relative_energy_kcal_mol=28.3 smiles="C=C(CSC=S)SC" homo_energy_ev=-8.79 orbital_gap_ha=0.3096
S 0.09076 -1.98836 -1.67075 0.85
S 0.63074 0.66058 0.39011 0.87
S 0.46818 3.57241 1.09063 0.57
C 0.11778 -3.01984 0.83198 -0.02
C -1.32118 -0.98721 -2.21692 -0.39
C -0.53233 -0.62822 0.73892 -0.53
C -0.14214 2.03969 1.16102 -1.00
C -0.11647 -1.96212 0.09643 -0.70
H -1.54139 -0.36419 0.52634 0.07
H -1.01446 1.84975 1.66928 -0.02
H -0.48103 -0.78566 1.83471 0.09
H -1.23839 0.03179 -1.81239 0.02
H 0.25990 -2.93905 1.89577 0.07
H 0.43990 -3.94098 0.41598 0.05
H -2.22474 -1.44672 -1.85198 0.03
H -1.26863 -0.97273 -3.30598 0.04